A single C3H4N4 molecule at a distorted geometry. Source: OMol25; level of theory: wB97M-V/def2-TZVPD.

Each line ends with the Mulliken charge.
CARTESIAN COORDINATES (ANGSTROEM)
1 C 0.349 -0.663 0.023  0.75
2 C -0.705 -1.471 -0.058  -0.92
3 C -0.824 1.479 0.038  -0.36
4 N 1.622 -1.089 0.043  0.20
5 N 2.584 -0.422 0.010  -0.40
6 N 1.462 1.458 -0.062  -0.93
7 N 0.365 0.912 0.001  0.74
8 H -1.720 -1.130 -0.123  0.25
9 H -0.542 -2.537 -0.060  0.29
10 H -0.878 2.548 -0.008  0.29
11 H -1.713 0.914 0.195  0.10

molecular weight: 96.09 u
calculated total energy: -9129.79592 eV
LUMO level (spin up / spin down): -0.931 / -0.906 eV
gap between HOMO and LUMO (spin up / spin down): 6.7 / 6.8 eV
HOMO (spin up / spin down): -7.628 / -7.677 eV
net charge: 0



3 unconnected molecules or ions with the total composition C2H10NO2S at a distorted geometry. Source: OMol25; level of theory: wB97M-V/def2-TZVPD.

Each line ends with the Mulliken charge.
CARTESIAN COORDINATES (ANGSTROEM)
1 C 0.172 -0.143 0.275  -0.34
2 C 1.168 0.893 -0.316  -0.69
3 S 2.820 0.090 -0.417  -0.63
4 N 0.102 -1.379 -0.546  -0.67
5 H 0.475 -0.421 1.273  0.26
6 H -0.819 0.362 0.230  0.14
7 H 0.805 1.128 -1.326  0.19
8 H 1.147 1.799 0.284  0.24
9 H -0.134 -1.056 -1.485  0.23
10 H 1.129 -1.520 -0.658  0.20
11 H -0.839 -2.453 0.602  0.48
12 H -0.813 -2.974 2.051  0.28
13 O -1.427 -2.794 1.325  -0.72
14 H -1.214 2.544 -1.125  0.34
15 H -1.117 2.731 0.306  0.33
16 O -1.457 3.195 -0.474  -0.67

molecular weight: 112.17 u
calculated total energy: -18657.74957 eV
LUMO level: 3.794 eV
gap between HOMO and LUMO: 6.8 eV
HOMO: -3.001 eV
net charge: -1



3 unconnected molecules or ions with the total composition C3H11NO3S at a distorted geometry. Source: OMol25; level of theory: wB97M-V/def2-TZVPD.

Each line ends with the Mulliken charge.
CARTESIAN COORDINATES (ANGSTROEM)
1 C -1.337 -0.906 0.036  -0.34
2 C -2.725 -0.315 -0.062  -0.79
3 S -3.623 -0.516 1.543  -0.77
4 N -0.455 -0.749 -1.127  -0.48
5 C 1.008 -0.785 -0.818  -0.52
6 O 1.536 0.436 -0.487  -0.88
7 H -0.929 -0.504 0.980  0.17
8 H -1.308 -1.991 0.230  0.28
9 H -3.333 -0.569 -0.938  0.34
10 H -2.530 0.754 -0.209  0.21
11 H -0.574 0.113 -1.647  0.27
12 H 1.484 -1.126 -1.738  0.28
13 H 1.056 -1.579 -0.050  0.33
14 H 3.775 1.302 0.890  0.24
15 H 2.928 0.482 -0.227  0.44
16 O 3.921 0.784 0.098  -0.81
17 H 0.984 1.481 0.721  0.47
18 H -0.324 1.579 1.515  0.31
19 O 0.447 2.107 1.292  -0.75

molecular weight: 141.19 u
calculated total energy: -21756.40245 eV
LUMO level: 6.015 eV
gap between HOMO and LUMO: 6.0 eV
HOMO: 0.063 eV
net charge: -2



A single C7H8N2O2S2 molecule at a distorted geometry. Source: OMol25; level of theory: wB97M-V/def2-TZVPD.

Each line ends with the Mulliken charge.
CARTESIAN COORDINATES (ANGSTROEM)
1 C -0.445 -2.181 2.020  -0.58
2 C -1.746 -2.130 1.519  -0.28
3 C 0.402 -1.138 1.846  -0.45
4 C -2.152 -1.110 0.720  -0.77
5 C 0.003 0.004 1.080  -0.20
6 C -1.246 -0.150 0.491  1.09
7 C 0.155 1.838 -0.503  -0.37
8 N 0.762 1.163 0.890  -0.55
9 N 0.583 1.862 -3.193  -0.52
10 O 2.547 1.790 -1.528  -0.59
11 O 1.337 -0.311 -1.958  -0.58
12 S -1.562 1.285 -0.680  -0.17
13 S 1.336 1.148 -1.859  1.05
14 H -0.170 -3.017 2.670  0.35
15 H -2.444 -2.931 1.745  0.35
16 H 1.232 -1.040 2.526  0.35
17 H -2.948 -1.159 0.057  0.38
18 H 0.383 2.859 -0.516  0.57
19 H 1.735 0.991 0.610  0.33
20 H -0.360 1.838 -3.113  0.28
21 H 0.861 1.385 -3.999  0.30

structure (SMILES): NS(=O)(=O)[C@@H]1Nc2ccccc2S1
molecular weight: 216.29 u
calculated total energy: -36132.51231 eV
LUMO level: 0.444 eV
gap between HOMO and LUMO: 8.7 eV
HOMO: -8.305 eV
net charge: 0



2 unconnected molecules or ions with the total composition CH3NOS2 at a distorted geometry. Source: OMol25; level of theory: wB97M-V/def2-TZVPD.

Each line ends with the Mulliken charge.
CARTESIAN COORDINATES (ANGSTROEM)
1 C 0.277 0.188 1.314  0.10
2 N -0.310 0.243 -1.583  -0.35
3 O -0.864 0.482 0.977  -0.56
4 S 1.680 -0.046 0.383  -0.14
5 S -0.484 1.048 -2.942  -0.08
6 H 0.341 0.069 2.464  0.31
7 H -0.532 0.612 -0.533  0.43
8 H -0.502 -0.749 -1.668  0.28

molecular weight: 109.18 u
calculated total energy: -26290.80635 eV
LUMO level (spin up / spin down): -2.948 / -1.528 eV
gap between HOMO and LUMO (spin up / spin down): 5.4 / 7.7 eV
HOMO (spin up / spin down): -8.378 / -9.254 eV
net charge: 0



A single C2H7NO3 molecule. Source: OMol25; level of theory: wB97M-V/def2-TZVPD.

Each line ends with the Mulliken charge.
CARTESIAN COORDINATES (ANGSTROEM)
1 C -0.787 -0.549 0.282  -0.16
2 C 0.652 0.015 0.414  -0.21
3 N -1.312 -0.452 -1.057  -0.63
4 O 0.585 1.362 0.017  -0.21
5 O 1.880 1.953 0.112  -0.37
6 O -0.812 -1.875 0.722  -0.49
7 H 1.681 2.861 0.376  0.31
8 H -0.595 -2.450 -0.021  0.33
9 H -1.447 0.011 0.954  0.34
10 H -0.620 -0.760 -1.736  0.25
11 H -1.557 0.504 -1.277  0.28
12 H 1.338 -0.543 -0.238  0.24
13 H 0.994 -0.075 1.452  0.31

structure (SMILES): N[C@@H](O)COO
molecular weight: 93.08 u
calculated total energy: -9816.95687 eV
LUMO level: 0.830 eV
gap between HOMO and LUMO: 10.6 eV
HOMO: -9.753 eV
net charge: 0



Question: Which of these has the highest calculated total energy?
Answer: C3H4N4



Question: What is the molecular weight in the second record?
Answer: 112.17 u